This record from the OMol25 dataset describes a 9-piece molecular cluster, C38H98N4O14 overall. The level of theory is ωB97M-V/def2-TZVPD.

As for the LUMO energy: 0.600 eV. For the HOMO energy, the calculation gives -8.6 eV. The value obtained for the frontier orbital gap is 0.3375 hartree. As for the structure (SMILES): COCCNCCOC.COCCNCCOC.COCCNCCOC.COCCNCCOC.CC(C)O.CC(C)O.CC(C)O.CC(C)O.OCCO. Its multiplicity is 1.

Last column: Mulliken charge in e.
Cartesian coordinates (Å):
C 0.31311 3.42993 24.18154  -0.8862
O 0.10364 4.35723 23.10437  -0.3673
C -1.17126 4.07100 22.53366  -0.3827
C -1.11896 2.82646 21.59914  -0.4485
N -0.97517 3.26395 20.20864  -0.2787
C 0.10501 2.52721 19.50293  -0.7685
C -0.35483 1.09116 19.23832  -0.1810
O 0.44816 0.37462 18.31017  -0.3758
C 0.02586 -0.96602 18.16024  -0.7401
H 1.32238 3.58927 24.55733  0.2929
H 0.43969 2.45025 23.70688  0.3020
H -0.47945 3.35883 24.92261  0.3533
H -1.46950 4.96267 21.97573  0.3912
H -1.99949 4.04140 23.25682  0.3318
H -2.07969 2.33016 21.79136  0.2196
H -0.33620 2.14673 21.91220  0.2302
H -1.79504 3.30700 19.62865  0.2533
H 1.11354 2.63360 19.88541  0.2418
H 0.04981 3.04320 18.53573  0.3614
H -1.40899 0.97441 18.97450  0.3021
H -0.15701 0.58078 20.19752  0.2866
H -0.55393 -1.25217 17.28251  0.2608
H -0.33858 -1.34579 19.11754  0.3360
H 0.95401 -1.53479 18.02031  0.2690
C -9.06900 18.77847 20.97387  -0.6310
O -8.48693 18.39784 19.74481  -0.3807
C -7.51318 17.36201 19.88784  -0.4896
C -8.10610 16.01329 20.27479  -0.5151
N -7.07682 14.94941 20.14205  -0.3455
C -7.70140 13.63728 20.36405  -0.7770
C -7.76001 13.25091 21.85123  -0.5135
O -7.49986 11.86554 21.99758  -0.3108
C -7.51054 11.45673 23.33984  -0.6820
H -9.88866 19.48967 20.89192  0.2725
H -8.31272 19.29853 21.57669  0.2536
H -9.43498 17.88670 21.48585  0.2761
H -6.87065 17.71557 20.70354  0.3300
H -6.96023 17.32913 18.95015  0.3361
H -8.84170 15.79471 19.49494  0.3145
H -8.32893 16.13944 21.33130  0.2778
H -6.81809 14.96880 19.15958  0.2697
H -7.00044 12.90131 19.95294  0.4926
H -8.64789 13.47615 19.84302  0.3168
H -8.83835 13.31694 22.05772  0.3183
H -7.20016 13.92736 22.49652  0.3303
H -6.71920 11.89329 23.96468  0.3283
H -7.35992 10.37962 23.35847  0.1115
H -8.43607 11.73157 23.86173  0.3668
C -11.20176 6.06512 16.08029  -0.7515
O -11.71614 5.61732 17.31552  -0.2883
C -12.19594 4.27606 17.25381  -0.5528
C -12.95957 4.07935 18.57659  -0.7306
N -12.14897 3.59679 19.68124  -0.2930
C -13.01961 3.41608 20.84851  -0.7624
C -12.17075 3.04596 22.08588  -0.4342
O -10.95892 3.80064 22.01505  -0.3512
C -10.00518 3.33442 22.97142  -0.6821
H -10.11804 5.99318 15.94138  0.2748
H -11.28095 7.15756 16.04419  0.2474
H -11.73685 5.69789 15.20506  0.3071
H -11.41521 3.52176 17.14184  0.2943
H -12.91003 4.21335 16.42780  0.4310
H -13.80009 3.41018 18.37850  0.4611
H -13.47026 5.03024 18.77302  0.3704
H -11.42494 4.18122 20.08386  0.2896
H -13.77052 2.61463 20.80627  0.3304
H -13.72223 4.25041 20.99314  0.3492
H -11.85153 2.00317 22.02358  0.4186
H -12.72250 3.27815 22.99947  0.3169
H -9.23935 4.10235 23.07362  0.0965
H -9.50057 2.44422 22.59156  0.4459
H -10.45099 3.17061 23.95140  0.2426
C -4.86202 4.91056 29.98742  -0.7961
O -4.56825 6.03756 29.20372  -0.4041
C -5.60327 6.41882 28.34224  -0.0532
C -5.35492 7.77778 27.73405  -0.7396
N -6.61751 8.33920 27.22788  0.2927
C -7.62930 8.64384 28.21922  -0.8812
C -8.88951 9.23280 27.58537  0.0043
O -8.56852 10.40805 26.84216  -0.1066
C -8.24585 11.55755 27.61122  -0.8968
H -3.94874 4.43966 30.34929  0.3092
H -5.24373 4.11494 29.32922  0.3092
H -5.59319 5.12345 30.76885  0.2844
H -6.55355 6.43277 28.88650  0.2919
H -5.83161 5.73054 27.51586  0.2651
H -4.65328 7.77458 26.89813  0.1302
H -4.89737 8.46769 28.45530  0.4649
H -6.51006 9.22057 26.73859  0.1572
H -7.35060 9.41365 28.95568  0.4041
H -7.98286 7.78202 28.78964  0.2612
H -9.62156 9.47171 28.36594  0.5271
H -9.42168 8.58545 26.88723  -0.6055
H -7.20678 11.56888 27.94180  0.3232
H -8.95833 11.71483 28.42408  0.3432
H -8.39061 12.39259 26.92484  0.2326
C -8.90283 5.26100 26.49716  -0.0915
C -10.13289 5.18981 27.36446  0.8009
C -11.14633 4.09479 26.95153  -1.2471
O -9.73952 4.97807 28.71844  -0.5689
H -8.37091 4.33070 26.72446  0.4219
H -8.21468 6.08301 26.70035  -0.5476
H -9.14907 5.39091 25.44406  0.1076
H -10.65844 6.14489 27.23508  -0.0021
H -12.16566 4.35914 27.24006  0.4030
H -10.99487 3.17002 27.51588  0.4467
H -11.08420 3.82803 25.89814  -0.1238
H -10.51953 5.10182 29.26845  0.3661
C 1.53874 6.90313 25.65895  -1.3279
C 0.34735 7.85430 25.68421  0.4345
C -0.57493 7.79524 24.45038  -0.4645
O -0.35118 7.63742 26.89839  -0.5672
H 1.38379 5.85822 25.91095  0.2107
H 2.34239 7.31229 26.27339  0.3905
H 1.91298 7.03082 24.63655  0.3893
H 0.77091 8.86889 25.73236  0.1860
H -0.58379 8.65715 23.78563  0.2323
H -1.59050 7.51596 24.73926  0.0340
H -0.28949 6.95739 23.80270  0.1512
H -0.83142 8.44768 27.10167  0.3178
C -11.95173 6.93785 24.06449  -1.2289
C -11.79758 8.12471 25.01174  1.4102
C -10.92186 9.26719 24.53416  -1.5628
O -13.15186 8.56850 25.25490  -0.5815
H -12.45063 7.24470 23.14593  0.3303
H -12.43219 6.04277 24.46155  0.4006
H -10.97675 6.51988 23.77757  0.1879
H -11.29666 7.82797 25.94179  -0.5688
H -10.94781 10.04440 25.30290  0.4786
H -11.35772 9.58946 23.58298  0.5303
H -9.85528 9.05316 24.47161  0.1229
H -13.16281 9.45057 24.86238  0.4089
C -4.56335 6.29743 23.61514  -1.5593
C -5.81515 7.06711 23.40574  0.5503
C -6.98070 6.66667 24.27341  -0.5473
O -5.68078 8.49711 23.52614  -0.2254
H -4.54432 5.23885 23.35478  0.4942
H -4.30881 6.23576 24.68554  0.2924
H -3.69585 6.79765 23.17614  0.3991
H -6.14760 6.96312 22.36466  0.2404
H -7.28988 5.62136 24.16829  0.4674
H -7.81260 7.36543 24.25411  -0.0410
H -6.65259 6.60941 25.31798  -0.1873
H -4.88911 8.69671 24.04272  0.1071
O -3.26067 13.03017 22.32523  -0.5637
C -3.66050 11.68907 22.04243  -0.0110
C -2.54951 10.75637 22.46809  -0.3224
O -2.67100 10.85930 23.94791  -0.5205
H -3.73869 13.62873 21.74619  0.2861
H -4.61668 11.50887 22.53306  -0.0598
H -3.79651 11.54539 20.95831  0.3737
H -1.53661 11.08105 22.24567  0.3549
H -2.84419 9.72097 22.30901  0.2117
H -2.43378 11.78083 24.10973  0.2812


This record from the OMol25 dataset describes an isolated ion of composition C2H5N2 and charge +1. The level of theory is ωB97M-V/def2-TZVPD.

Its charge is +1. As for the LUMO energy (alpha / beta): -3.336 / -8.983 eV. For the HOMO energy (alpha / beta), the calculation gives -11.3 / -17.5 eV. The value obtained for the frontier orbital gap (alpha / beta) is 0.2943 / 0.3133 hartree. Its multiplicity is 3.

Last column: Mulliken spin population.
Cartesian coordinates (Å):
C 0.25282 0.08229 0.09302  0.6280
C -1.19446 0.02884 -0.15675  0.0018
N -0.20251 -1.13155 -0.04979  0.8064
N 1.32869 0.76422 0.24239  0.4737
H -1.92665 -0.06077 0.66034  0.0437
H -1.51958 0.10381 -1.19249  0.0620
H -0.39701 -2.00030 0.24521  0.0003
H 1.40249 1.77286 0.14909  -0.0165
H 2.25621 0.44061 0.00898  0.0006


This record from the OMol25 dataset describes an isolated molecule of C3H6N2S. The level of theory is ωB97M-V/def2-TZVPD.

As for the LUMO energy: 0.311 eV. For the HOMO energy, the calculation gives -8.1 eV. The value obtained for the frontier orbital gap is 0.3090 hartree. As for the structure (SMILES): [H]/N=C\N(C)C=S. Its multiplicity is 1.

Last column: natural (NBO) charge in e.
Cartesian coordinates (Å):
H 2.00116 1.51386 -0.25753  0.3632
N 1.01192 1.97403 -0.08348  -0.6684
C 0.01177 1.21681 0.11560  0.2395
N 0.03500 -0.10367 -0.06163  -0.4399
C -1.43573 -0.75223 -0.14282  -0.4107
C 1.13680 -0.81743 0.09770  -0.1226
S 2.64309 -0.34277 -0.05797  -0.0198
H -1.02860 1.68646 0.42525  0.1702
H -2.13997 0.13181 -0.50874  0.2256
H -2.03520 -1.12335 0.89913  0.2262
H -1.31664 -1.47241 -0.89538  0.2115
H 1.11638 -1.91109 0.46989  0.2251


What did we get for DFT total energy? Answer: -2778.63964, -188.20476, -625.50612 hartree, in the order shown.